No. 1
This record from OMol25 describes 2 unconnected molecules or ions with the total composition C3H10BN in a non-equilibrium geometry. The level of theory is ωB97M-V with the def2-TZVPD basis set.

Electronic energy: -5439.10094 eV
Charge: 0
SMILES: C/B=N\C.C
Relative energy (zero: lowest compared OMol25 entry of this formula, charge and spin): 136.3 kJ/mol
Gap between HOMO and LUMO: 10.3 eV

Atoms and positions in Å:
N: -0.8730 -0.9453 0.5372
C: 2.5783 0.6681 -0.6951
C: 0.1993 -1.8258 0.6285
C: -2.7466 1.1551 0.0631
B: -1.6883 -0.0548 0.3737
H: 2.6239 1.4718 0.1746
H: -0.0734 -2.7174 1.0490
H: -2.4460 1.8123 -0.6879
H: 0.9906 -1.3084 1.1757
H: 0.5371 -2.1070 -0.4345
H: -2.8556 1.7051 0.9314
H: 2.4531 -0.3238 -0.2933
H: 3.4026 0.9134 -1.3072
H: -3.6954 0.6216 -0.2785
H: 1.5934 0.9351 -1.2367

---

No. 2
This record from OMol25 describes a molecular structure, C24H32N3O3SbTi. The level of theory is ωB97M-V with the def2-TZVPD basis set.

Electronic energy: -65632.27160 eV
Charge: +4
Relative energy (zero: lowest compared OMol25 entry of this formula, charge and spin): 0.0 kJ/mol
Gap between HOMO and LUMO: 6.7 eV

Atoms and positions in Å:
Sb: -0.9312 2.7699 1.7220
Ti: 0.0260 -0.1083 -0.0194
O: -1.4982 -1.5624 0.2483
O: 0.5468 -1.8369 -1.0632
O: 2.1089 -0.4122 0.1741
N: -1.7077 0.9230 -0.6447
N: 0.0938 -0.2000 2.0303
N: 0.8200 1.7444 -0.6379
C: 1.9265 -2.2361 -1.3909
C: -3.6971 1.1428 -1.9339
C: -2.6973 -1.3618 1.0724
C: -0.2950 0.9364 2.6805
C: 0.6376 2.7710 0.2375
C: 0.4771 -1.2565 4.1309
C: -1.8200 -0.2161 -2.8420
C: 0.4857 -1.3021 2.7436
C: -3.4640 2.3467 0.1118
C: 2.3178 3.1016 -1.8976
C: 0.9592 -2.5607 2.0875
C: 2.1999 4.1240 -0.9802
C: -1.6948 -2.6872 -0.6483
C: -0.3020 0.9981 4.0560
C: 2.8886 -1.3431 -0.6218
C: -4.2426 1.9860 -0.9884
C: -0.3988 -2.9120 -1.4145
C: 1.3272 3.9567 0.0960
C: 1.6185 1.9130 -1.7207
C: 2.9940 0.3833 1.0360
C: 1.7102 0.8544 -2.7725
C: 0.0894 -0.1151 4.8020
C: -2.4212 0.6192 -1.7566
C: -2.1974 1.8191 0.2528
H: -4.2450 0.8883 -2.8331
H: 2.0315 -3.2778 -1.0941
H: 3.8150 0.7669 0.4328
H: -2.4981 -0.5444 1.7562
H: 3.3688 -0.2670 1.8250
H: 0.7833 -2.1399 4.6774
H: 1.1789 4.7642 0.8028
H: -0.8521 -0.6404 -2.5786
H: 1.2318 1.2118 -3.6876
H: 2.4162 1.2024 1.4491
H: -2.5340 -2.4635 -1.3058
H: 1.2145 -0.0754 -2.4983
H: -0.6111 1.9057 4.5605
H: 2.7489 5.0493 -1.1080
H: -5.2393 2.3913 -1.1168
H: 2.9461 3.2111 -2.7732
H: 3.5326 -0.7676 -1.2853
H: -3.5397 -1.1289 0.4224
H: 3.5121 -1.9238 0.0582
H: -3.8446 3.0578 0.8350
H: 0.0740 -3.8498 -1.1292
H: 0.6087 -3.4189 2.6609
H: 2.0515 -2.6012 2.1106
H: -2.4913 -1.0190 -3.1476
H: 2.7484 0.6410 -3.0285
H: 0.6207 -2.6785 1.0664
H: 0.0870 -0.0843 5.8855
H: -1.6605 0.4061 -3.7261
H: -1.9463 -3.5557 -0.0392
H: 2.0484 -2.1587 -2.4705
H: -0.5383 -2.8973 -2.4943
H: -2.8781 -2.2829 1.6238

---

No. 3
This record from OMol25 describes a single C3H7NO molecule. The level of theory is ωB97M-V with the def2-TZVPD basis set.

Electronic energy: -6761.30047 eV
Charge: 0
SMILES: C=N[C@@H](C)O
Relative energy (zero: lowest compared OMol25 entry of this formula, charge and spin): 139.9 kJ/mol
Gap between HOMO and LUMO: 10.7 eV

Atoms and positions in Å:
O: 0.4898 -0.9162 -1.1216
N: -0.4759 1.0296 -0.0804
C: 0.7697 -0.5110 1.2651
C: 0.5990 0.0804 -0.1364
C: -1.4107 1.0322 -0.9120
H: -2.1842 1.7780 -0.8012
H: -1.5009 0.3427 -1.7560
H: -0.1210 -1.0743 1.5396
H: 1.6315 -1.1726 1.2833
H: 0.9095 0.2913 1.9819
H: 1.4965 0.6540 -0.4031
H: -0.2035 -1.5341 -0.8592

---

No. 4
This record from OMol25 describes a molecular structure, C9H10N2OW in a non-equilibrium geometry. The level of theory is ωB97M-V with the def2-TZVPD basis set.

Electronic energy: -16344.54828 eV
⟨S²⟩: 2.011
Charge: 0
2S+1: 3
Relative energy (zero: lowest compared OMol25 entry of this formula, charge and spin): 64.7 kJ/mol
Gap between HOMO and LUMO (spin up / spin down): 6.8 / 8.1 eV

Atoms and positions in Å:
W: 0.1090 0.3999 0.1758
O: 2.8676 2.5307 2.7918
N: -1.0733 1.6377 -0.3025
N: 1.3922 1.3208 1.3458
C: 1.3031 0.4315 -1.7609
C: -1.0143 -0.7417 1.7032
C: -1.8385 -0.1632 0.7120
C: 2.1441 1.9134 2.0727
C: 1.5382 -1.4976 -0.4995
C: -3.1373 -0.1993 0.3093
C: 0.1388 -0.3918 -1.9640
C: 2.1707 -0.2681 -0.8569
C: 0.2699 -1.5611 -1.1643
H: -1.4894 2.5543 -0.5524
H: 3.1817 0.0279 -0.5999
H: -3.5409 0.4032 -0.5157
H: -0.3981 -2.4184 -1.1704
H: -0.8915 -0.2042 2.6571
H: -0.6853 -0.1525 -2.6295
H: -0.7332 -1.8043 1.6626
H: 2.0127 -2.3067 0.0493
H: -3.8397 -0.8930 0.7950
H: 1.5140 1.3825 -2.2588

---

Look up the charge of the third one. 0

---

The lowest electronic energy belongs to which entry? C24H32N3O3SbTi